[1]
Below is a cluster of 2 separate species, C5H9PSi in total in a non-equilibrium geometry, with properties calculated with ωB97M-V/def2-TZVPD.

The geometry in ORCA input format:
```
! wB97M-V def2-TZVPD RIJCOSX def2/J DEFGRID3
* xyz 0 1
C -3.66570 0.41938 0.34056
C -2.51287 1.12158 0.24813
C -3.43916 -1.00203 -0.02161
C -1.45964 0.22641 -0.41574
C -2.15241 -1.05277 -0.40466
Si 0.32131 0.42694 -0.44143
P 5.69542 0.27717 -0.01319
H -4.52831 0.81092 0.79417
H -2.51238 2.13349 0.26761
H -4.10128 -1.82275 0.13263
H 6.67188 -0.67228 0.01979
H -1.64929 -1.92195 -0.65628
H 0.96202 -0.68031 -1.12039
H 0.90061 1.69612 -0.40586
H 6.36780 0.86269 0.99335
H 5.10199 -0.82260 0.68290
*
```

For the lowest unoccupied orbital energy (alpha / beta), the calculation gives -0.937 / -0.937 eV. The SMILES is [SiH2]=C1C=CC=C1.P. Its electronic energy is -22492.66665 eV. For the HOMO energy (alpha / beta), the calculation gives -8.17 / -8.17 eV. The calculation puts the orbital gap (alpha / beta) at 7.2 / 7.2 eV.

In elementary charge units, the natural (NBO) charges are: -0.22, -0.26, -0.24, -0.58, -0.24, 1.03, 0.02, 0.21, 0.20, 0.22, 0.00, 0.20, -0.16, -0.16, -0.01, 0.00


[2]
Below is the ion C8H18N3O with charge +1 in a non-equilibrium geometry, with properties calculated with ωB97M-V/def2-TZVPD.

The geometry in ORCA input format:
```
! wB97M-V def2-TZVPD RIJCOSX def2/J DEFGRID3
* xyz 1 1
C 1.85642 0.64210 2.69957
C 1.13040 0.62345 1.56907
C 0.93584 -0.51782 -0.59592
C -2.04184 -1.71638 0.00069
C -1.54816 1.49275 -2.75451
C -1.66672 -0.28546 -0.05383
C -0.63417 0.29370 -2.44788
C -0.33704 0.15528 -0.90331
N 2.89444 -0.12655 3.05922
N 3.68724 0.24681 4.22381
N 1.64573 -0.07936 0.45022
O 1.50607 -1.31490 -1.42767
H 1.38799 0.98700 3.53503
H 0.12168 0.98340 1.69136
H -3.01523 -1.78333 0.72844
H -2.24934 -2.26380 -1.00111
H -1.22527 -2.33176 0.52446
H -2.54806 1.53261 -2.29862
H -1.75485 1.50244 -3.81034
H -1.11718 2.34991 -2.35222
H -1.88507 0.03188 0.96502
H -2.44136 0.23176 -0.68534
H 0.30547 0.55840 -3.00624
H -0.88486 -0.67827 -2.78511
H -0.26606 1.23738 -0.52083
H 3.87218 -0.52963 4.74721
H 3.27839 1.01565 4.80495
H 2.50408 -0.56788 0.70193
H 3.35916 -0.81937 2.49663
H 0.93480 -1.84540 -2.03983
*
```

For the lowest unoccupied orbital energy (alpha / beta), the calculation gives -3.534 / -3.534 eV. The SMILES is CCC(CC)/C(O)=[NH+]\C=C/NN. Its electronic energy is -15096.02670 eV. For the HOMO energy (alpha / beta), the calculation gives -11.24 / -11.25 eV. The calculation puts the orbital gap (alpha / beta) at 7.7 / 7.7 eV.

In elementary charge units, the natural (NBO) charges are: 0.05, -0.21, 0.70, -0.63, -0.61, -0.41, -0.39, -0.34, -0.43, -0.64, -0.48, -0.61, 0.21, 0.24, 0.25, 0.22, 0.20, 0.21, 0.24, 0.21, 0.23, 0.23, 0.22, 0.20, 0.27, 0.36, 0.38, 0.42, 0.38, 0.54


[3]
Below is a cluster of 14 separate species, C8H43INO15P in total in a non-equilibrium geometry, with properties calculated with ωB97M-V/def2-TZVPD.

The geometry in ORCA input format:
```
! wB97M-V def2-TZVPD RIJCOSX def2/J DEFGRID3
* xyz 0 1
C -2.43024 2.28254 -5.86998
C -1.37478 2.72530 -4.69831
C -0.81192 1.35634 -4.08173
O 0.16126 1.51176 -3.01788
C -0.43368 1.99323 -1.79327
P -0.68185 0.67861 -0.45355
O -1.15884 -0.57579 -1.59783
C -2.58511 -0.64790 -1.52293
N -3.73783 -0.41104 -1.83486
C -0.19892 1.83942 0.97705
I -1.44780 3.67373 0.97403
C -0.36606 1.20985 2.44823
C -0.09088 -0.37024 2.55148
H -2.01226 1.27287 -6.26406
H -3.47580 2.03333 -5.44839
H -2.43942 3.06991 -6.69668
H -0.55462 3.37332 -5.16570
H -2.00917 3.31513 -3.92943
H -1.69089 0.66300 -3.77868
H -0.28717 0.79868 -4.95217
H 0.31541 2.76372 -1.35534
H -1.40602 2.60259 -1.95960
H 0.47175 -0.13191 -0.12611
H -1.98118 0.50728 0.17553
H 0.90510 2.12333 0.82412
H 0.42231 1.71980 3.12787
H -1.38871 1.42403 2.93703
H 1.03380 -0.65313 2.52966
H -0.45055 -0.69440 3.61619
H -0.68438 -1.01706 1.81665
O -3.43564 -4.27383 -1.72596
H -3.62659 -3.34359 -1.91035
H -2.59626 -4.24913 -1.24525
O 3.28063 0.13790 -0.74969
H 3.43379 -0.81669 -0.71391
H 2.42630 0.22066 -1.19398
O -5.63704 -4.51298 0.35361
H -5.33202 -5.37405 0.66323
H -4.98033 -4.25741 -0.31091
O 4.80243 -2.43442 -1.36534
H 5.57921 -3.00081 -1.45330
H 5.00392 -1.67256 -1.92611
O -0.61212 -0.05432 5.60046
H -0.11462 -0.74545 6.05871
H -1.46532 -0.04445 6.05083
O -5.48012 1.14163 -6.12012
H -6.31463 1.62669 -6.13434
H -5.73459 0.24655 -5.86234
O 6.94027 -0.28308 -0.27765
H 6.10216 0.19852 -0.29259
H 6.68893 -1.18008 -0.02452
O -1.30985 -4.67435 0.83035
H -0.56102 -4.75600 1.43368
H -2.08233 -4.72405 1.40811
O -0.24623 -1.49662 8.24268
H 0.50921 -1.58869 8.84052
H -1.01321 -1.54060 8.82669
O 7.32496 1.86506 -2.71654
H 7.82233 1.17677 -2.25560
H 6.47197 1.87741 -2.26581
O 2.93771 -2.03257 9.01595
H 3.23779 -2.89748 9.32088
H 3.58934 -1.78108 8.34735
O -3.42478 5.24804 -4.51570
H -3.44359 5.70617 -3.66596
H -3.88280 5.84987 -5.11562
O 4.88958 -0.79808 6.71078
H 5.37009 -1.28719 6.03137
H 5.27093 0.08799 6.67505
*
```

For the lowest unoccupied orbital energy, the calculation gives -0.026 eV. Its electronic energy is -58581.22337 eV. For the HOMO energy, the calculation gives -9.22 eV. The calculation puts the orbital gap at 9.2 eV.

In elementary charge units, the natural (NBO) charges are: -0.63, -0.44, -0.08, -0.55, -0.38, 1.14, -0.76, 0.49, -0.39, -0.62, 0.05, -0.46, -0.67, 0.19, 0.25, 0.22, 0.21, 0.21, 0.18, 0.20, 0.23, 0.25, -0.01, -0.02, 0.23, 0.23, 0.23, 0.21, 0.27, 0.20, -0.96, 0.48, 0.49, -0.96, 0.48, 0.48, -0.96, 0.46, 0.49, -0.96, 0.48, 0.48, -0.95, 0.49, 0.47, -0.94, 0.47, 0.47, -0.95, 0.48, 0.47, -0.95, 0.48, 0.48, -0.96, 0.50, 0.47, -0.94, 0.48, 0.46, -0.96, 0.47, 0.49, -0.94, 0.47, 0.47, -0.95, 0.48, 0.48


How do the records compare in ΔE to the lowest compared entry with this formula, charge and spin? In the order shown, they have 217.7 132.0 260.2 kJ/mol.